[1]
Here is the molecule C19H25N3O3 from the OMol25 dataset. Energies are from ωB97M-V with the def2-TZVPD basis set.

The geometry in XYZ format:
```
50
Properties=species:S:1:pos:R:3:nbo_charge:R:1
C -2.303 -3.541 -0.999 -0.585
C -2.771 -2.255 -0.524 -0.421
C -2.885 -2.212 0.972 -0.362
C -3.581 -1.056 1.574 -0.476
C -2.600 -0.070 1.453 0.561
O -1.700 -0.043 2.376 -0.668
N -2.959 1.100 1.035 -0.397
C -3.833 1.434 -0.331 -0.229
C -3.036 1.541 -1.551 -0.424
C -2.116 2.922 -1.443 -0.373
C -1.103 2.649 -0.217 -0.265
C -0.179 1.418 -0.521 0.540
N 1.034 1.453 -0.033 -0.511
C 1.553 0.035 -0.322 0.306
C 2.864 -0.185 -0.112 -0.077
C 3.195 -1.570 -0.537 -0.249
C 4.439 -1.853 -0.146 -0.146
C 5.530 -0.915 0.109 -0.337
C 5.128 0.351 0.443 0.355
O 6.076 1.100 0.616 -0.491
C 7.459 1.115 0.756 -0.180
C 3.860 0.865 -0.115 -0.198
N 0.497 -0.641 -0.653 -0.152
O -0.465 0.315 -0.813 -0.293
C -1.928 2.552 1.051 -0.154
H -1.224 -3.859 -0.650 0.207
H -2.956 -4.296 -0.919 0.201
H -2.419 -3.424 -2.118 0.204
H -2.112 -1.486 -0.810 0.208
H -3.828 -2.170 -0.916 0.194
H -2.105 -2.602 1.461 0.227
H -3.782 -3.088 1.206 0.156
H -4.709 -0.692 1.343 0.220
H -3.953 -1.255 2.684 0.259
H -4.456 2.339 -0.092 0.201
H -4.409 0.489 -0.122 0.225
H -2.588 0.699 -1.776 0.221
H -3.918 1.929 -2.232 0.218
H -2.687 3.770 -1.454 0.207
H -1.450 2.585 -2.495 0.216
H -0.549 3.394 -0.122 0.216
H 2.453 -2.399 -0.742 0.247
H 4.872 -2.938 -0.444 0.188
H 6.524 -1.390 0.031 0.232
H 7.480 0.181 1.699 0.149
H 7.953 1.842 1.137 0.183
H 7.874 0.682 -0.189 0.188
H 3.675 1.746 0.286 0.216
H -2.534 3.260 1.025 0.152
H -1.326 2.175 2.139 0.291
```

electronic energy: -1128.3805 hartree
strongest force on any atom: 13.694 eV/A
ΔE to the lowest compared entry with this formula, charge and spin: 1914.6 kJ/mol
highest occupied orbital energy: -8.282 eV
multiplicity: 1
SMILES string: CCCCC(=O)N1CCC[C@H](c2nc(-c3cccc(OC)c3)no2)C1


[2]
Here is a structure of composition C10H30O5S5Tl from the OMol25 dataset. Energies are from ωB97M-V with the def2-TZVPD basis set.

The geometry in XYZ format:
```
51
Properties=species:S:1:pos:R:3:nbo_charge:R:1
Tl 0.478 0.161 0.809 1.242
C -0.492 1.923 -3.639 -0.824
S 1.202 1.752 -3.102 1.389
O 1.177 1.463 -1.635 -0.837
C 1.575 0.200 -3.905 -0.817
H -0.982 2.832 -3.302 0.260
H -1.053 1.093 -3.193 0.262
H -0.511 1.784 -4.720 0.276
H 1.885 0.364 -4.938 0.282
H 0.702 -0.451 -3.894 0.256
H 2.385 -0.242 -3.330 0.259
C -0.505 4.845 0.144 -0.839
S -1.673 3.629 -0.436 1.335
O -1.095 2.258 -0.283 -0.863
C -2.986 3.827 0.778 -0.800
H 0.430 4.764 -0.405 0.272
H -0.372 4.727 1.221 0.262
H -0.881 5.860 -0.005 0.288
H -2.564 3.632 1.763 0.258
H -3.757 3.121 0.484 0.258
H -3.352 4.853 0.731 0.281
C 0.728 -4.354 -1.198 -0.813
S 1.561 -2.886 -1.824 1.290
O 0.929 -1.686 -1.154 -0.953
C 3.186 -3.132 -1.121 -0.817
H 0.272 -4.127 -0.237 0.255
H 1.437 -5.177 -1.227 0.272
H -0.095 -4.576 -1.877 0.260
H 3.851 -2.360 -1.497 0.262
H 3.526 -4.126 -1.415 0.274
H 3.129 -3.120 -0.031 0.250
C -4.332 -0.664 0.199 -0.822
S -3.222 -0.757 -1.194 1.295
O -1.843 -0.409 -0.667 -0.955
C -3.214 -2.560 -1.271 -0.794
H -4.027 -1.405 0.941 0.251
H -5.356 -0.807 -0.136 0.276
H -4.215 0.296 0.699 0.251
H -2.539 -2.947 -2.028 0.251
H -4.251 -2.866 -1.400 0.266
H -2.822 -2.852 -0.295 0.239
C 3.892 0.597 4.715 -0.785
S 2.857 -0.558 3.798 1.242
O 1.970 0.398 3.003 -0.969
C 1.819 -1.131 5.160 -0.804
H 4.589 0.088 5.376 0.275
H 3.239 1.237 5.309 0.257
H 4.373 1.185 3.937 0.263
H 2.499 -1.229 6.007 0.267
H 1.383 -2.110 4.983 0.259
H 1.070 -0.357 5.300 0.259
```

electronic energy: -2937.3961 hartree
strongest force on any atom: 1.210 eV/A
ΔE to the lowest compared entry with this formula, charge and spin: 0.0 kJ/mol
highest occupied orbital energy: -17.308 eV
net charge: +3
multiplicity: 1


[3]
Here is the molecule C8H12N4OS2 from the OMol25 dataset. Energies are from ωB97M-V with the def2-TZVPD basis set.

The geometry in XYZ format:
```
27
Properties=species:S:1:pos:R:3:nbo_charge:R:1
C 1.679 1.257 -1.804 -0.389
C 2.516 0.403 -1.125 -0.202
C 2.072 -0.864 -0.378 -0.265
N 0.586 -1.083 -0.417 -0.477
C 0.095 -2.058 -1.235 0.683
O 0.725 -2.640 -2.084 -0.576
C -1.331 -2.521 -1.002 -0.599
S -1.842 -1.619 0.534 0.278
C -0.370 -0.671 0.555 0.235
N -0.367 0.327 1.379 -0.309
N 0.690 1.190 1.279 -0.500
C 0.696 2.356 2.024 0.265
S 1.584 3.601 1.453 -0.240
N 0.046 2.407 3.255 -0.601
C -0.165 3.703 3.953 -0.412
H 0.622 1.049 -1.847 0.195
H 2.013 2.150 -2.350 0.226
H 3.587 0.628 -1.163 0.225
H 2.378 -0.885 0.686 0.233
H 2.582 -1.702 -0.848 0.259
H -1.948 -2.250 -1.882 0.251
H -1.412 -3.590 -0.869 0.254
H 1.202 1.309 0.390 0.426
H -0.601 1.646 3.468 0.409
H -0.927 3.523 4.705 0.202
H 0.752 4.156 4.356 0.219
H -0.576 4.467 3.257 0.209
```

electronic energy: -1402.6411 hartree
strongest force on any atom: 2.309 eV/A
ΔE to the lowest compared entry with this formula, charge and spin: 0.0 kJ/mol
highest occupied orbital energy: -7.945 eV
multiplicity: 1
SMILES string: C=CCN1C(=O)CS/C1=N/NC(=S)NC


[4]
Here is a cluster of 2 separate species, C6H9N2O2 in total from the OMol25 dataset. Energies are from ωB97M-V with the def2-TZVPD basis set.

The geometry in XYZ format:
```
19
Properties=species:S:1:pos:R:3:nbo_charge:R:1
C 0.405 3.901 0.763 -0.629
C -0.098 0.594 1.974 0.150
C 0.384 1.408 0.035 -0.131
C 0.259 2.422 0.946 0.057
N 0.150 0.245 0.709 -0.513
N -0.038 1.901 2.173 -0.519
H 0.046 -0.732 0.224 0.478
H -0.256 -0.136 2.752 0.177
H 0.564 1.351 -0.983 0.198
H 1.467 4.084 0.543 0.201
H 0.190 4.436 1.685 0.217
H -0.183 4.363 -0.033 0.200
C -0.822 -3.709 -2.007 -0.737
C 0.098 -3.070 -0.930 0.795
O -0.225 -1.881 -0.610 -0.824
O 1.043 -3.738 -0.499 -0.738
H -0.205 -3.803 -2.895 0.204
H -1.594 -2.965 -2.191 0.208
H -1.184 -4.671 -1.656 0.205
```

electronic energy: -494.1132 hartree
strongest force on any atom: 1.731 eV/A
ΔE to the lowest compared entry with this formula, charge and spin: 25.0 kJ/mol
highest occupied orbital energy: -4.812 eV
net charge: -1
multiplicity: 1


Copy entry 3 word for word.
Here is the molecule C8H12N4OS2 from the OMol25 dataset. Energies are from ωB97M-V with the def2-TZVPD basis set.

The geometry in XYZ format:
```
27
Properties=species:S:1:pos:R:3:nbo_charge:R:1
C 1.679 1.257 -1.804 -0.389
C 2.516 0.403 -1.125 -0.202
C 2.072 -0.864 -0.378 -0.265
N 0.586 -1.083 -0.417 -0.477
C 0.095 -2.058 -1.235 0.683
O 0.725 -2.640 -2.084 -0.576
C -1.331 -2.521 -1.002 -0.599
S -1.842 -1.619 0.534 0.278
C -0.370 -0.671 0.555 0.235
N -0.367 0.327 1.379 -0.309
N 0.690 1.190 1.279 -0.500
C 0.696 2.356 2.024 0.265
S 1.584 3.601 1.453 -0.240
N 0.046 2.407 3.255 -0.601
C -0.165 3.703 3.953 -0.412
H 0.622 1.049 -1.847 0.195
H 2.013 2.150 -2.350 0.226
H 3.587 0.628 -1.163 0.225
H 2.378 -0.885 0.686 0.233
H 2.582 -1.702 -0.848 0.259
H -1.948 -2.250 -1.882 0.251
H -1.412 -3.590 -0.869 0.254
H 1.202 1.309 0.390 0.426
H -0.601 1.646 3.468 0.409
H -0.927 3.523 4.705 0.202
H 0.752 4.156 4.356 0.219
H -0.576 4.467 3.257 0.209
```

electronic energy: -1402.6411 hartree
strongest force on any atom: 2.309 eV/A
ΔE to the lowest compared entry with this formula, charge and spin: 0.0 kJ/mol
highest occupied orbital energy: -7.945 eV
multiplicity: 1
SMILES string: C=CCN1C(=O)CS/C1=N/NC(=S)NC


- What is the highest occupied orbital energy in the second record?
  -17.308 eV


- Number 1 is which compound?
  C19H25N3O3


- What is the highest occupied orbital energy in the second record?
  -17.308 eV